[1]
{"formula": "C38H61INO19P2S", "method": "the ωB97M-V functional and the def2-TZVPD basis", "homo_ev": -11.2, "energy_ev": -118299.91028, "e_lumo_ev": -3.904, "charge": 1, "largest_force_ha_per_bohr": 0.017, "symbols": ["C", "C", "O", "P", "O", "C", "C", "C", "C", "C", "I", "C", "C", "O", "O", "C", "P", "C", "C", "C", "C", "C", "C", "C", "S", "N", "C", "C", "C", "O", "O", "O", "C", "C", "H", "H", "H", "H", "H", "H", "H", "H", "H", "H", "H", "H", "H", "H", "H", "H", "H", "H", "H", "H", "H", "H", "H", "H", "H", "H", "H", "H", "H", "H", "H", "H", "H", "H", "H", "H", "H", "C", "C", "C", "O", "C", "O", "O", "H", "H", "H", "H", "H", "H", "C", "C", "C", "O", "C", "O", "O", "H", "H", "H", "H", "H", "H", "C", "C", "C", "O", "C", "O", "O", "H", "H", "H", "H", "H", "H", "C", "C", "C", "O", "C", "O", "O", "H", "H", "H", "H", "H", "H"], "positions_angstrom": [[7.447, 0.281, -0.864], [6.314, 0.887, -1.676], [5.137, 0.032, -1.766], [4.394, -0.405, -0.454], [4.390, 0.539, 0.677], [2.731, -0.768, -1.026], [2.642, -1.576, -2.321], [1.213, -2.068, -2.700], [0.195, -1.843, -1.624], [-0.696, -0.791, -1.652], [-0.699, 0.531, -3.266], [-1.599, -0.624, -0.599], [-2.564, 0.539, -0.695], [-2.204, 1.664, -0.511], [-3.818, 0.232, -1.065], [-1.597, -1.483, 0.500], [-2.624, -1.282, 2.056], [-4.365, -1.417, 1.520], [-2.353, 0.478, 2.502], [-0.901, 0.947, 2.356], [-0.710, -2.550, 0.488], [-0.648, -3.527, 1.621], [0.230, -2.992, 2.786], [-0.343, -3.309, 4.168], [0.289, -4.856, 4.901], [0.158, -2.698, -0.557], [1.113, -3.825, -0.526], [0.499, -5.177, -0.987], [-0.899, -5.023, -1.527], [-1.900, -5.208, -0.892], [-0.899, -4.606, -2.808], [5.036, -1.825, -0.099], [4.568, -2.498, 1.080], [5.743, -2.901, 1.969], [8.409, 0.580, -1.275], [7.402, 0.635, 0.167], [7.371, -0.805, -0.831], [6.612, 1.063, -2.705], [5.982, 1.831, -1.245], [2.258, -1.256, -0.169], [2.256, 0.208, -1.149], [2.984, -0.926, -3.127], [3.340, -2.415, -2.308], [0.877, -1.595, -3.617], [1.233, -3.134, -2.922], [-3.893, -0.710, -1.271], [-4.705, -0.726, 0.753], [-4.549, -2.450, 1.222], [-4.952, -1.242, 2.424], [-3.051, 1.155, 2.008], [-2.602, 0.515, 3.565], [-0.172, 0.133, 2.397], [-0.660, 1.635, 3.165], [-0.736, 1.484, 1.425], [-0.248, -4.478, 1.293], [-1.655, -3.739, 1.972], [1.236, -3.409, 2.689], [0.343, -1.910, 2.692], [-1.423, -3.416, 4.091], [-0.133, -2.495, 4.857], [1.069, -5.227, 3.883], [1.490, -3.916, 0.488], [1.969, -3.592, -1.141], [0.483, -5.891, -0.167], [1.137, -5.596, -1.765], [-1.825, -4.452, -3.056], [4.010, -3.381, 0.754], [3.880, -1.861, 1.642], [5.707, -2.354, 2.911], [5.697, -3.961, 2.210], [6.685, -2.664, 1.483], [-5.476, 0.534, -3.660], [-6.256, 0.263, -4.918], [-6.949, 1.461, -5.525], [-8.049, 0.853, -6.214], [-8.345, -0.308, -5.579], [-9.307, -0.968, -5.793], [-7.386, -0.602, -4.669], [-4.951, -0.369, -3.351], [-4.738, 1.318, -3.833], [-6.134, 0.837, -2.845], [-5.626, -0.228, -5.655], [-6.329, 2.020, -6.222], [-7.349, 2.136, -4.763], [-5.427, 0.346, -11.589], [-5.383, -0.415, -10.291], [-6.538, -0.171, -9.345], [-5.931, -0.433, -8.065], [-4.610, -0.170, -8.180], [-3.859, -0.096, -7.256], [-4.269, 0.007, -9.467], [-4.605, 0.052, -12.240], [-6.364, 0.142, -12.107], [-5.346, 1.417, -11.407], [-5.259, -1.486, -10.471], [-7.384, -0.834, -9.497], [-6.876, 0.867, -9.357], [1.702, 4.886, 6.233], [0.923, 4.575, 4.987], [0.315, 5.770, 4.287], [-0.823, 5.187, 3.629], [-1.203, 4.109, 4.346], [-2.222, 3.515, 4.182], [-0.269, 3.800, 5.272], [2.170, 3.985, 6.629], [2.490, 5.607, 6.016], [1.047, 5.286, 7.008], [1.525, 3.990, 4.286], [0.972, 6.236, 3.559], [-0.044, 6.519, 4.995], [6.834, 4.289, 9.628], [5.689, 4.294, 8.651], [5.837, 3.378, 7.455], [5.038, 4.047, 6.466], [5.034, 5.367, 6.768], [4.622, 6.221, 6.052], [5.563, 5.571, 7.991], [6.610, 4.913, 10.492], [7.022, 3.274, 9.977], [7.737, 4.679, 9.158], [4.741, 4.100, 9.162], [5.463, 2.371, 7.619], [6.868, 3.338, 7.096]], "atomic_forces_ev_per_a": [[-0.2, 0.1, 0.4], [0.1, 0.2, 0.0], [0.2, -0.2, 0.0], [-0.2, 0.5, 0.7], [0.1, -0.2, -0.3], [0.0, 0.0, -0.2], [0.0, 0.3, -0.2], [0.2, -0.5, 0.1], [0.1, -0.2, 0.0], [-0.2, 0.2, 0.0], [-0.1, 0.1, 0.0], [0.0, -0.1, -0.1], [0.2, 0.5, 0.0], [-0.3, -0.4, 0.1], [0.3, 0.1, 0.0], [-0.5, 0.4, -0.1], [0.4, -0.1, 0.3], [0.0, 0.0, 0.0], [-0.1, 0.2, 0.0], [0.1, 0.1, 0.0], [0.3, -0.2, -0.2], [0.4, -0.3, 0.2], [-0.2, 0.1, -0.1], [0.0, -0.2, -0.2], [0.0, -0.1, 0.1], [0.0, 0.2, 0.1], [0.1, -0.5, 0.1], [0.4, 0.0, -0.2], [-0.1, -0.2, 0.1], [0.0, 0.2, 0.0], [0.0, 0.1, 0.1], [-0.1, 0.0, -0.3], [0.1, -0.2, 0.3], [-0.3, 0.1, 0.2], [0.0, -0.1, -0.1], [0.0, -0.1, 0.0], [0.1, 0.0, -0.2], [-0.1, -0.1, -0.1], [0.1, 0.0, 0.0], [-0.1, 0.0, 0.0], [-0.1, 0.0, 0.1], [0.1, -0.1, 0.0], [0.0, -0.1, 0.1], [0.0, 0.1, 0.1], [0.0, 0.0, -0.1], [-0.1, 0.0, 0.0], [0.0, 0.0, 0.1], [-0.1, 0.0, -0.1], [0.0, 0.0, 0.0], [0.1, 0.0, -0.1], [-0.2, 0.0, 0.0], [-0.1, 0.0, 0.1], [0.0, 0.0, 0.0], [-0.1, -0.1, -0.1], [-0.2, -0.1, -0.1], [0.0, 0.1, 0.0], [0.1, 0.1, 0.1], [-0.1, 0.0, 0.0], [0.0, 0.2, 0.1], [0.1, 0.0, 0.1], [0.1, 0.0, -0.1], [0.0, 0.1, 0.0], [0.0, 0.2, 0.0], [-0.2, 0.1, 0.0], [-0.1, 0.0, 0.0], [0.0, -0.1, -0.1], [0.1, 0.0, -0.1], [0.0, 0.1, -0.1], [0.1, 0.0, 0.0], [0.2, 0.0, -0.1], [0.0, -0.1, -0.1], [-0.2, -0.2, 0.1], [0.0, 0.1, 0.1], [0.0, 0.0, 0.0], [0.0, 0.1, 0.1], [0.1, 0.0, 0.0], [-0.1, -0.1, 0.0], [0.1, 0.0, 0.0], [0.0, 0.0, 0.0], [0.0, 0.0, 0.0], [0.0, 0.1, 0.0], [0.0, 0.0, -0.1], [-0.1, -0.1, -0.1], [0.1, 0.0, 0.0], [0.2, 0.1, 0.0], [-0.1, 0.0, -0.1], [-0.1, 0.0, 0.1], [0.0, 0.1, -0.1], [0.0, 0.0, -0.1], [0.0, 0.0, 0.1], [0.0, -0.1, -0.1], [0.0, 0.0, 0.0], [0.0, 0.0, 0.0], [-0.1, 0.0, 0.0], [0.0, 0.0, 0.0], [0.0, -0.1, 0.1], [0.0, 0.0, -0.1], [-0.2, -0.2, 0.3], [0.1, 0.1, 0.0], [0.0, 0.0, 0.0], [0.0, 0.1, 0.0], [0.0, 0.1, 0.1], [0.0, -0.2, 0.0], [0.1, -0.1, -0.1], [0.0, 0.0, 0.0], [-0.1, 0.0, -0.1], [0.0, 0.1, -0.1], [0.0, 0.0, 0.0], [-0.1, -0.1, -0.1], [0.1, 0.0, 0.0], [0.0, 0.2, 0.0], [0.1, -0.1, 0.0], [0.0, 0.0, 0.0], [0.1, -0.1, 0.0], [0.2, 0.1, 0.0], [0.0, 0.0, -0.1], [-0.1, 0.0, 0.1], [0.0, 0.0, 0.0], [0.0, 0.0, 0.0], [0.0, -0.1, 0.0], [0.0, 0.0, 0.0], [-0.1, 0.0, -0.1], [0.0, 0.0, 0.1]]}

---

[2]
{"formula": "C38H61N8O4PTi", "method": "the ωB97M-V functional and the def2-TZVPD basis", "homo_ev": [-4.3, -7.0], "multiplicity": 3, "energy_ev": -92917.12664, "de_lowest_kj_mol": 0.00, "e_lumo_ev": [0.485, 0.480], "largest_force_ha_per_bohr": 0.009, "symbols": ["Ti", "C", "N", "C", "C", "C", "N", "C", "C", "C", "C", "C", "C", "C", "O", "C", "C", "C", "N", "C", "C", "C", "C", "C", "C", "C", "O", "H", "H", "H", "H", "H", "H", "H", "H", "H", "H", "H", "H", "H", "H", "H", "H", "H", "H", "H", "H", "H", "H", "H", "H", "H", "O", "P", "N", "C", "C", "C", "C", "N", "C", "C", "C", "C", "N", "C", "C", "C", "C", "H", "H", "H", "H", "H", "H", "H", "H", "H", "H", "H", "H", "H", "H", "H", "H", "H", "H", "H", "H", "H", "H", "H", "H", "C", "N", "C", "C", "O", "N", "C", "C", "H", "H", "H", "H", "H", "H", "H", "H", "H", "H", "H", "H"], "positions_angstrom": [[-0.642, 1.091, 0.573], [-0.567, 3.993, -0.654], [-1.657, 3.073, -0.267], [-2.504, 3.723, 0.769], [-2.079, 3.540, 2.222], [-0.586, 3.532, 2.511], [0.042, 2.262, 2.136], [0.863, 1.805, 3.124], [1.569, 0.576, 3.176], [2.383, 0.282, 4.294], [3.064, -0.912, 4.413], [2.953, -1.871, 3.404], [2.172, -1.604, 2.285], [1.485, -0.398, 2.141], [0.782, -0.155, 1.046], [-2.530, 2.876, -1.450], [-1.935, 2.138, -2.643], [-1.636, 0.634, -2.423], [-1.974, 0.229, -1.061], [-3.096, -0.384, -0.941], [-3.784, -0.689, 0.285], [-5.002, -1.381, 0.218], [-5.767, -1.608, 1.338], [-5.313, -1.117, 2.569], [-4.118, -0.442, 2.666], [-3.310, -0.214, 1.529], [-2.187, 0.421, 1.656], [-0.976, 4.986, -0.878], [0.166, 4.072, 0.142], [-0.049, 3.604, -1.523], [-2.571, 4.791, 0.523], [-3.511, 3.315, 0.666], [-2.550, 4.349, 2.789], [-2.480, 2.600, 2.601], [-0.090, 4.389, 2.038], [-0.466, 3.685, 3.587], [0.976, 2.441, 4.000], [2.454, 1.028, 5.079], [3.673, -1.106, 5.287], [3.471, -2.818, 3.486], [2.079, -2.346, 1.499], [-3.414, 2.337, -1.111], [-2.870, 3.865, -1.791], [-2.681, 2.235, -3.436], [-1.043, 2.645, -3.008], [-2.210, 0.039, -3.142], [-0.585, 0.440, -2.601], [-3.631, -0.655, -1.859], [-5.339, -1.735, -0.752], [-6.705, -2.142, 1.268], [-5.905, -1.272, 3.463], [-3.762, -0.069, 3.619], [0.740, 1.471, -1.026], [2.051, 0.887, -1.492], [3.252, 1.127, -0.416], [4.276, 0.142, -0.039], [4.769, 0.634, 1.322], [4.545, 2.144, 1.259], [3.214, 2.264, 0.526], [1.928, -0.666, -1.986], [2.966, -1.288, -2.832], [2.802, -2.781, -2.565], [1.306, -2.909, -2.291], [1.027, -1.698, -1.415], [2.580, 1.631, -2.880], [3.407, 2.844, -2.867], [3.468, 3.287, -4.346], [2.706, 2.206, -5.123], [1.745, 1.656, -4.078], [5.092, 0.135, -0.772], [3.852, -0.862, 0.021], [5.808, 0.360, 1.501], [4.157, 0.201, 2.114], [5.337, 2.626, 0.678], [4.508, 2.606, 2.245], [3.127, 3.213, -0.009], [2.367, 2.174, 1.204], [3.963, -0.922, -2.589], [2.781, -1.060, -3.888], [3.365, -3.062, -1.671], [3.155, -3.389, -3.397], [1.031, -3.835, -1.787], [0.744, -2.849, -3.228], [1.256, -1.894, -0.374], [-0.011, -1.380, -1.442], [4.387, 2.617, -2.449], [2.961, 3.638, -2.258], [4.494, 3.402, -4.694], [2.974, 4.252, -4.464], [3.382, 1.411, -5.442], [2.199, 2.599, -6.003], [1.370, 0.657, -4.305], [0.883, 2.327, -3.958], [-3.271, -4.019, 2.850], [-2.085, -3.594, 2.130], [-1.127, -2.798, 2.885], [-2.012, -3.519, 0.770], [-1.250, -2.747, 0.203], [-2.845, -4.384, 0.050], [-2.834, -4.156, -1.383], [-2.818, -5.802, 0.377], [-3.558, -3.235, 3.552], [-3.095, -4.939, 3.417], [-4.098, -4.170, 2.161], [-1.023, -3.232, 3.880], [-1.441, -1.754, 2.973], [-0.163, -2.811, 2.389], [-2.913, -3.092, -1.590], [-1.913, -4.523, -1.854], [-3.686, -4.674, -1.826], [-2.727, -5.960, 1.446], [-1.974, -6.304, -0.114], [-3.740, -6.276, 0.036]], "atomic_forces_ev_per_a": [[0.1, 0.1, 0.4], [0.0, 0.0, 0.0], [0.0, 0.0, -0.1], [0.0, 0.0, 0.0], [0.0, 0.0, 0.0], [0.0, -0.1, 0.0], [0.0, -0.1, 0.1], [0.0, 0.0, -0.1], [-0.1, 0.2, 0.0], [0.0, 0.0, 0.0], [0.0, 0.0, 0.0], [0.0, 0.0, 0.0], [0.0, 0.0, 0.0], [0.0, 0.0, -0.1], [-0.2, -0.2, 0.1], [0.0, 0.0, 0.0], [0.0, 0.0, 0.0], [-0.1, 0.0, -0.1], [-0.1, -0.1, -0.1], [0.2, 0.1, 0.1], [0.0, 0.0, 0.0], [0.0, 0.0, -0.1], [0.0, 0.0, 0.0], [0.1, 0.0, 0.0], [-0.1, 0.0, 0.1], [0.2, 0.0, 0.1], [0.1, 0.2, -0.2], [0.0, 0.0, 0.0], [0.0, 0.0, 0.0], [0.0, 0.0, 0.0], [0.0, 0.0, 0.0], [0.0, 0.0, 0.0], [0.0, 0.0, 0.0], [0.0, 0.0, 0.0], [0.0, 0.0, 0.0], [0.0, 0.0, 0.0], [0.0, 0.0, 0.0], [0.0, 0.0, 0.0], [0.0, 0.0, 0.0], [0.0, 0.0, 0.0], [0.0, 0.0, 0.0], [0.0, 0.0, 0.0], [0.0, 0.0, 0.0], [0.0, 0.0, 0.0], [0.0, 0.0, 0.0], [0.0, 0.0, 0.0], [0.0, 0.0, 0.0], [0.0, 0.0, 0.0], [0.0, 0.0, 0.0], [0.0, 0.0, 0.0], [0.0, 0.0, 0.0], [0.0, 0.0, 0.0], [0.0, 0.0, 0.0], [-0.1, 0.0, -0.1], [-0.1, 0.1, 0.1], [0.0, 0.0, 0.0], [0.0, 0.0, 0.0], [0.0, 0.0, 0.0], [0.1, 0.0, 0.0], [0.1, 0.0, 0.1], [0.0, 0.0, 0.0], [0.0, 0.0, 0.0], [0.0, 0.0, 0.0], [0.0, 0.0, -0.1], [-0.1, 0.0, 0.0], [0.0, 0.0, 0.0], [0.0, 0.0, 0.0], [0.0, 0.0, 0.0], [0.0, 0.0, 0.0], [0.0, 0.0, 0.0], [0.0, 0.0, 0.0], [0.0, 0.0, 0.0], [0.0, 0.0, 0.0], [0.0, 0.0, 0.0], [0.0, 0.0, 0.0], [0.0, 0.0, 0.0], [0.0, 0.0, 0.0], [0.0, 0.0, 0.0], [0.0, 0.0, 0.0], [0.0, 0.0, 0.0], [0.0, 0.0, 0.0], [0.0, 0.0, 0.0], [0.0, 0.0, 0.0], [0.0, 0.0, 0.0], [0.0, 0.0, 0.0], [0.0, 0.0, 0.0], [0.0, 0.0, 0.0], [0.0, 0.0, 0.0], [0.0, 0.0, 0.0], [0.0, 0.0, 0.0], [0.0, 0.0, 0.0], [0.0, 0.0, 0.0], [0.0, 0.0, 0.0], [0.0, 0.0, 0.0], [0.0, 0.0, 0.0], [0.0, 0.0, 0.0], [0.1, -0.1, 0.1], [-0.1, 0.0, -0.1], [0.0, 0.0, 0.0], [0.0, 0.0, 0.0], [0.0, 0.0, 0.0], [0.0, 0.0, 0.0], [0.0, 0.0, 0.0], [0.0, 0.0, 0.0], [0.0, 0.0, 0.0], [0.0, 0.0, 0.0], [0.0, 0.0, 0.0], [0.0, 0.0, 0.0], [0.0, 0.0, 0.0], [0.0, 0.0, 0.0], [0.0, 0.0, 0.0], [0.0, 0.0, 0.0], [0.0, 0.0, 0.0]]}